9 unconnected molecules or ions with the total composition C18H58N4O10 at a distorted geometry. Source: the OMol25 dataset; level of theory: the ωB97M-V functional and the def2-TZVPD basis.

Properties
* SMILES: COC[C@H](C)N.COC[C@H](C)N.COC[C@H](C)N.COC[C@H](C)N.OCCO.O.O.O.O
* DFT total energy: -1691.944147 Eh
* HOMO-LUMO gap: 0.313 hartree

The geometry in XYZ format:
```
90
C18H58N4O10 the ωB97M-V functional and the def2-TZVPD basis
C -5.45270 -3.27222 4.45998
O -4.43878 -3.50778 3.52800
C -4.42730 -2.57314 2.47299
C -3.67825 -3.19063 1.33175
C -2.17462 -3.31064 1.64206
N -3.89071 -2.37360 0.13612
H -5.51704 -4.14945 5.10279
H -6.42831 -3.09989 3.98290
H -5.25201 -2.39674 5.10086
H -5.43899 -2.31454 2.15329
H -3.84140 -1.69642 2.79218
H -4.03966 -4.21247 1.15664
H -1.68971 -3.80494 0.79821
H -1.92268 -3.82265 2.57961
H -1.73294 -2.31020 1.75275
H -3.31608 -2.58301 -0.65899
H -3.79094 -1.40273 0.42381
C 2.79947 -0.40298 -4.17760
O 1.45936 -0.32162 -3.81018
C 0.66556 -1.29368 -4.45745
C -0.81017 -1.08069 -4.14701
C -1.26491 0.29590 -4.59281
N -1.11518 -1.20152 -2.69953
H 3.25318 0.58776 -4.13586
H 2.92510 -0.79824 -5.19134
H 3.37536 -1.05529 -3.50328
H 0.79385 -1.15918 -5.54147
H 0.99655 -2.28461 -4.13202
H -1.39319 -1.88608 -4.60572
H -1.04967 0.47863 -5.65315
H -0.61079 1.05139 -4.11861
H -2.26628 0.56603 -4.27715
H -1.07384 -0.34520 -2.17665
H -0.66105 -1.97421 -2.24312
C -0.82182 4.48499 -3.20807
O -0.22137 3.97128 -2.09596
C -1.13725 3.40231 -1.16439
C -0.84797 3.89424 0.21787
C 0.50835 3.40834 0.70164
N -1.90919 3.32769 1.12399
H -1.59072 5.22114 -2.95766
H -1.27250 3.69308 -3.83321
H -0.06828 4.94718 -3.84656
H -2.19584 3.54401 -1.44088
H -1.06743 2.29422 -1.16948
H -0.89340 4.99251 0.20552
H 1.29744 3.66319 -0.01082
H 0.48772 2.31678 0.79008
H 0.76774 3.79110 1.69052
H -2.78659 3.82136 0.93457
H -1.66696 3.60898 2.07531
C 1.34514 1.47617 3.07437
O 2.42230 2.25876 2.66877
C 3.06327 1.74876 1.54506
C 3.69784 2.89359 0.80002
C 4.38278 2.39692 -0.46311
N 4.66226 3.62219 1.60594
H 1.54630 0.40968 2.93028
H 0.43265 1.69284 2.49500
H 1.16609 1.68334 4.12614
H 3.77053 0.96710 1.86108
H 2.32959 1.24894 0.88356
H 2.92760 3.59532 0.47946
H 5.19848 3.06919 -0.72859
H 3.69364 2.26618 -1.29118
H 4.88080 1.42945 -0.29052
H 5.36649 2.97419 1.95107
H 4.16498 3.95044 2.43410
O 3.01000 -2.37847 3.14591
C 1.75469 -2.68286 2.50791
C 1.48193 -4.15876 2.49633
O 2.47886 -4.91625 1.81725
H 3.68683 -2.31519 2.47110
H 0.97627 -2.15480 3.05625
H 1.83578 -2.29375 1.48941
H 0.48105 -4.33430 2.08207
H 1.41388 -4.54769 3.52175
H 3.01016 -5.35418 2.48184
O 0.02336 -0.47865 0.24648
H 0.17441 -1.38015 -0.09177
H 0.50535 0.12501 -0.36693
O 1.24457 1.30870 -1.57121
H 1.16970 0.71476 -2.35710
H 1.11929 2.19527 -1.93975
O -2.61324 0.52673 0.69184
H -2.37728 1.42613 1.01788
H -1.75974 0.04761 0.67532
O 0.43415 -3.16424 -0.86970
H -0.01470 -4.01447 -0.77168
H 1.34080 -3.39127 -1.11917
```

=====

12 unconnected molecules or ions with the total composition C32H96Br4N8O8 at a distorted geometry. Source: the OMol25 dataset; level of theory: the ωB97M-V functional and the def2-TZVPD basis.

Properties
* DFT total energy: -12611.054103 Eh
* charge: +4
* HOMO-LUMO gap: 0.065 hartree

The geometry in XYZ format:
```
148
C32H96Br4N8O8 the ωB97M-V functional and the def2-TZVPD basis
C -0.87221 -2.84825 -10.46308
C -0.96398 -4.14491 -9.63073
C -1.87920 -3.85674 -8.38437
O -2.11421 -4.90477 -7.39016
C -0.94228 -5.48294 -6.74943
N -1.54245 -5.21863 -10.50344
H -2.45076 -4.99044 -10.88158
H -0.97334 -5.40155 -11.31753
H -1.66265 -6.07907 -9.98838
H -1.89397 -2.60851 -10.75741
H -0.22826 -2.97651 -11.33312
H -0.49504 -2.06673 -9.80349
H 0.06105 -4.47883 -9.46974
H -2.85561 -3.51256 -8.72534
H -1.51464 -3.07496 -7.71802
H -0.38406 -4.66159 -6.30014
H -0.29129 -6.02082 -7.43862
H -1.27671 -6.10122 -5.91637
C 6.11869 3.31233 8.45675
C 7.31780 2.70546 7.57021
C 8.44978 1.91002 8.31613
O 8.12614 0.62389 8.76652
C 9.12085 0.03450 9.63617
N 6.61136 1.72049 6.60639
H 7.14515 1.36116 5.82790
H 6.19722 0.94290 7.10029
H 5.82363 2.09438 6.09669
H 5.74904 2.50014 9.08270
H 5.26519 3.72461 7.91856
H 6.46184 4.00127 9.22858
H 7.91427 3.41055 6.99125
H 8.90405 2.55213 9.07074
H 9.21906 1.69529 7.57438
H 10.02285 -0.16014 9.05598
H 8.82411 -0.93268 10.04190
H 9.47667 0.72853 10.39761
C -7.33180 -2.68962 -3.25146
C -6.90241 -2.11957 -1.87460
C -7.53011 -0.77948 -1.51824
O -7.21497 -0.43616 -0.16726
C -8.12917 0.47832 0.40436
N -7.17306 -3.14353 -0.79310
H -6.87329 -4.08700 -0.99339
H -6.78760 -2.90397 0.10919
H -8.14240 -3.24606 -0.52859
H -8.40093 -2.87836 -3.34861
H -6.93357 -3.66254 -3.53942
H -7.12622 -1.98297 -4.05550
H -5.81284 -2.13761 -1.89952
H -8.59808 -0.95480 -1.64780
H -7.35431 -0.04909 -2.30800
H -9.12339 0.03410 0.45201
H -8.15907 1.39231 -0.18880
H -7.72682 0.69764 1.39336
C -0.16073 -0.04266 2.45355
C -0.74870 0.65224 1.20974
C -0.98169 -0.28475 0.03150
O -1.34556 0.33314 -1.21744
C -0.52001 1.24207 -1.82618
N -2.11345 1.26823 1.61645
H -2.87488 0.60715 1.67381
H -2.02096 1.60476 2.56422
H -2.47304 2.02894 1.05776
H -0.05647 0.56742 3.35078
H 0.72215 -0.63345 2.20943
H -0.88439 -0.71750 2.91070
H -0.07146 1.48146 1.00515
H -1.71886 -1.02114 0.35153
H -0.06188 -0.83927 -0.15449
H -0.50863 1.10175 -2.90704
H 0.50329 1.16442 -1.45883
H -0.85963 2.24290 -1.55947
C 7.05925 -5.25340 1.63683
C 5.64306 -5.50187 2.22599
C 4.49728 -5.84184 1.19910
O 3.42274 -6.23721 1.99522
C 2.35859 -6.99873 1.32965
N 5.64606 -6.58535 3.32779
H 4.73403 -6.58973 3.76172
H 5.84797 -7.48794 2.92200
H 6.36350 -6.53490 4.03690
H 7.36171 -6.08663 1.00252
H 7.84312 -4.98529 2.34519
H 7.20795 -4.37055 1.01509
H 5.32249 -4.54510 2.63822
H 4.74294 -6.70125 0.57528
H 4.16920 -4.99092 0.60211
H 1.92118 -6.43203 0.50770
H 1.49777 -7.24651 1.95070
H 2.79575 -7.95005 1.02637
C 6.46819 5.47418 -3.95925
C 5.38582 4.41308 -4.38731
C 4.43291 4.96924 -5.38427
O 3.53824 4.00296 -5.89879
C 3.07761 4.23088 -7.17882
N 6.12256 3.11983 -4.80648
H 5.47284 2.47845 -5.23845
H 6.83174 3.30192 -5.50219
H 6.69056 2.79705 -4.03623
H 7.29647 5.15024 -3.32909
H 5.89290 6.15159 -3.32819
H 7.05420 5.95413 -4.74306
H 4.79114 4.17846 -3.50447
H 4.97492 5.46940 -6.18687
H 3.94613 5.81398 -4.89688
H 2.45301 3.37579 -7.43726
H 3.87517 4.22297 -7.92174
H 2.47162 5.13205 -7.27250
C -3.15267 -4.28700 10.54787
C -3.50828 -2.83865 11.00291
C -2.83683 -2.48516 12.35027
O -3.14588 -1.12110 12.68313
C -4.41055 -0.75984 13.16261
N -3.12596 -1.82275 9.94493
H -3.51890 -2.02607 9.03698
H -3.23262 -0.82168 10.02600
H -2.12101 -1.79343 9.84842
H -2.25516 -4.33911 9.93154
H -3.86223 -4.66239 9.81053
H -2.99688 -4.96813 11.38448
H -4.58681 -2.68504 11.03875
H -1.75629 -2.41757 12.22387
H -3.02854 -3.11191 13.22121
H -5.12687 -0.59318 12.35812
H -4.33994 0.20182 13.67086
H -4.93451 -1.54415 13.70889
C -3.62622 9.02789 -6.52434
C -3.21003 7.69412 -7.36746
C -4.05106 6.46436 -6.81552
O -3.77656 5.16061 -7.51422
C -4.52713 4.01030 -7.14112
N -3.57081 7.94549 -8.86063
H -3.19841 8.82209 -9.19678
H -3.06868 7.19319 -9.31007
H -4.56353 7.85507 -9.02324
H -3.08506 9.89841 -6.89507
H -3.48360 8.97257 -5.44513
H -4.70002 9.20029 -6.59739
H -2.16141 7.39859 -7.33344
H -5.10894 6.70570 -6.71191
H -3.66016 6.29898 -5.81155
H -4.08309 3.77013 -6.17507
H -4.40109 3.19226 -7.85038
H -5.53760 4.31789 -6.87195
Br -4.05877 3.89613 7.30411
Br -4.62603 -4.33269 4.04876
Br 3.16425 5.50991 2.45693
Br -4.90986 7.09410 0.07399
```

=====

> Look up the DFT total energy of the second one.

-12611.054103 Eh

=====

> HOMO-LUMO gap of number 1 (C18H58N4O10)?

0.313 hartree

=====

> DFT total energy of number 2 (C32H96Br4N8O8)?

-12611.054103 Eh

=====

> HOMO-LUMO gap of number 1 (C18H58N4O10)?

0.313 hartree